Density functional theory data (wB97M-V/def2-TZVPD) for C12H23NO4Si in the gas phase.

Structure (XYZ):
```
41
C12H23NO4Si (wB97M-V/def2-TZVPD)
H -2.2841 -1.7856 1.4366
H 2.6260 2.8238 -0.3269
O -1.1921 -0.1201 -0.8845
C -0.7030 0.7250 -1.9019
H -1.2309 -0.5134 2.0267
C -2.2326 -0.7138 1.6371
H 2.9680 0.3842 -0.5336
H -1.5303 2.4150 0.9287
O 3.6551 -1.9837 0.8599
H -2.6402 2.7204 -0.4084
H -0.4538 0.0925 -2.7559
Si -2.4844 0.2708 0.0831
H 2.3153 -2.2525 -1.7128
H -4.4026 -1.1740 -0.4894
H 1.3220 3.2696 0.7996
C 2.5178 0.5600 1.5517
H 1.3361 1.3964 -2.2158
H -1.4792 1.4167 -2.2485
C 0.5417 1.5397 -1.4771
H -3.9944 -0.1399 -1.8511
C 2.4778 -2.1593 0.7096
O 2.6873 1.9131 1.5368
C 2.1256 0.1480 0.1401
H -2.9629 -0.4614 2.4079
C 1.0951 1.2745 -0.0855
C -4.0929 -0.1640 -0.7640
H 0.7015 -3.3628 0.9258
C 1.9329 2.4468 0.4297
C 1.4572 -1.6740 -1.3554
H -4.8874 0.5277 -0.4780
H 1.3504 -0.8175 -2.0140
N 1.6482 -1.2069 0.0265
H 0.2863 2.6036 -1.5234
C -2.4736 2.1004 0.4766
H 1.8949 -3.4871 2.2436
C 1.7610 -3.4006 1.1656
H 0.2962 1.0976 0.6390
H -3.2749 2.3270 1.1841
H 0.5576 -2.2854 -1.4317
H 2.2107 -4.2741 0.6924
O 2.5546 -0.0765 2.5569
```

Values from the calculation:
**HOMO**: -9.208 eV
**Kohn-Sham gap**: 9.81 eV
**Structure (SMILES)**: CC(=O)N(C)[C@@H]1C(=O)OC[C@H]1CCO[Si](C)(C)C
**Energy above the lowest of the compared OMol25 structures with the same formula, charge and spin**: 0.00 kcal/mol